(1)
# C4H10N2O

2 unconnected molecules or ions with the total composition C4H10N2O (wB97M-V/def2-TZVPD, the OMol25 dataset).

Highest occupied orbital energy = -8.8 eV
Gap between HOMO and LUMO = 8.164 eV
SMILES = C=NC=O.CNC

The geometry in ORCA input format:
```
! wB97M-V def2-TZVPD RIJCOSX def2/J DEFGRID3
* xyz 0 1
C 1.438 -0.778 -1.086
C 1.268 -0.136 1.224
N 2.173 -0.409 0.116
H 2.727 0.426 -0.074
H 2.145 -1.012 -1.888
H 0.801 0.041 -1.433
H 0.822 -1.668 -0.919
H 0.649 -1.009 1.455
H 1.850 0.100 2.120
H 0.620 0.719 1.011
C -1.768 1.373 -0.777
C -2.377 -0.378 0.512
N -2.096 0.043 -0.674
O -1.688 2.175 0.146
H -1.553 1.698 -1.810
H -2.368 0.253 1.418
H -2.643 -1.437 0.660
*
```

---

(2)
# C3H4N2O

A single C3H4N2O molecule (wB97M-V/def2-TZVPD, the OMol25 dataset).

Highest occupied orbital energy (spin up / spin down) = -7.9 / -7.9 eV
Gap between HOMO and LUMO (spin up / spin down) = 8.295 / 8.294 eV

The geometry in ORCA input format:
```
! wB97M-V def2-TZVPD RIJCOSX def2/J DEFGRID3
* xyz 0 1
O 1.962 -0.383 0.072
C 0.647 -0.036 -0.003
C -0.324 -1.129 0.124
N -1.570 -0.871 0.112
C -0.546 2.048 -0.573
N 0.235 1.151 -0.181
H 2.495 0.386 -0.171
H 0.125 -2.124 0.205
H -2.114 -1.732 0.166
H -0.908 2.688 0.250
*
```

---

(3)
# C6H8OS

A single C6H8OS molecule (wB97M-V/def2-TZVPD, the OMol25 dataset).

Highest occupied orbital energy = -9.0 eV
Gap between HOMO and LUMO = 9.806 eV
SMILES = C1=COC[C@@H]2S[C@H]2C1

The geometry in ORCA input format:
```
! wB97M-V def2-TZVPD RIJCOSX def2/J DEFGRID3
* xyz 0 1
C -1.532 0.416 -0.330
C -1.042 -1.053 1.516
C 0.238 -1.211 1.666
C 1.586 -0.443 0.985
C 1.026 -0.085 -0.351
C -0.120 0.838 -0.341
H -2.347 1.253 -0.854
H -1.745 -0.458 -1.062
H -1.708 -2.045 2.101
H 0.312 -2.244 2.304
H 1.911 0.393 1.736
H 2.428 -1.065 1.183
H 0.539 -1.110 -0.560
H 0.047 1.611 0.343
O -1.893 -0.206 0.794
S 0.923 0.908 -1.901
*
```

---

(4)
# C51H52CsN14PSSe2

A molecular structure, C51H52CsN14PSSe2 (wB97M-V/def2-TZVPD, the OMol25 dataset).

Highest occupied orbital energy = -7.3 eV
Gap between HOMO and LUMO = 6.923 eV

The geometry in ORCA input format:
```
! wB97M-V def2-TZVPD RIJCOSX def2/J DEFGRID3
* xyz 0 1
Cs -0.124 0.168 -1.062
N 4.158 2.959 -1.404
C 3.054 2.171 -1.269
N 3.072 0.970 -0.850
C 4.273 0.403 -0.457
N 4.390 -0.862 -0.297
N 3.411 -1.710 -0.347
C 3.267 -2.632 -1.207
C 2.183 -3.593 -1.048
C 2.321 -4.921 -1.464
C 1.265 -5.796 -1.280
C 0.096 -5.315 -0.708
C 0.054 -3.977 -0.337
N 1.059 -3.140 -0.494
C 5.426 1.278 -0.271
C 6.590 0.894 0.386
C 7.681 1.741 0.433
C 7.622 2.984 -0.180
C 6.461 3.403 -0.803
C 5.357 2.560 -0.841
H 4.103 3.859 -1.856
H 2.105 2.623 -1.512
H 3.917 -2.740 -2.082
H 3.256 -5.260 -1.886
H 1.353 -6.838 -1.561
H -0.760 -5.955 -0.550
H -0.832 -3.564 0.131
H 6.624 -0.084 0.840
H 8.583 1.430 0.940
H 8.481 3.634 -0.164
H 6.398 4.377 -1.265
C -1.909 1.681 3.200
C -2.412 2.987 3.176
C -2.158 3.765 2.080
C -1.433 3.237 0.973
N -0.904 2.001 1.039
C -1.168 1.261 2.108
N -1.424 4.028 -0.108
C -0.868 3.877 -1.277
N 0.071 3.025 -1.720
C 0.293 3.288 -3.040
N 1.117 2.731 -3.852
C 1.699 1.520 -3.836
C 2.982 1.397 -4.408
C 3.492 0.147 -4.643
C 2.727 -0.965 -4.302
C 1.503 -0.752 -3.703
N 0.997 0.444 -3.455
C -0.529 4.432 -3.482
C -0.690 5.053 -4.703
C -1.624 6.078 -4.776
C -2.364 6.456 -3.665
C -2.210 5.816 -2.442
C -1.282 4.799 -2.367
H -2.136 1.009 4.017
H -3.007 3.357 4.002
H -2.547 4.765 1.978
H -0.801 0.238 2.051
H 3.509 2.293 -4.693
H 4.456 0.027 -5.120
H 3.070 -1.962 -4.525
H 0.870 -1.587 -3.429
H -0.126 4.735 -5.567
H -1.795 6.576 -5.718
H -3.085 7.254 -3.763
H -2.800 6.084 -1.581
Se -0.573 -2.440 3.301
P -2.521 -2.427 2.422
Se -2.792 -1.491 0.510
C -3.639 -1.704 3.667
C -3.617 -2.244 4.947
C -4.452 -1.726 5.918
C -5.296 -0.667 5.615
C -5.300 -0.122 4.343
C -4.473 -0.643 3.366
C -3.188 -4.105 2.220
C -2.369 -5.218 2.139
C -2.922 -6.446 1.824
C -4.282 -6.557 1.595
C -5.105 -5.448 1.719
C -4.560 -4.218 2.028
H -2.939 -3.058 5.175
H -4.450 -2.149 6.913
H -5.952 -0.270 6.376
H -5.956 0.703 4.109
H -4.464 -0.232 2.366
H -1.305 -5.126 2.315
H -2.290 -7.319 1.745
H -4.709 -7.514 1.332
H -6.169 -5.542 1.562
H -5.181 -3.334 2.104
C -4.120 0.942 -3.276
N -3.522 -0.313 -2.903
C -2.819 -1.110 -3.733
S -2.818 -0.899 -5.374
N -2.119 -2.107 -3.130
C -1.525 -3.201 -3.855
H -5.204 0.903 -3.131
H -3.908 1.120 -4.330
H -3.704 1.757 -2.677
H -3.459 -0.504 -1.910
H -2.346 -2.293 -2.159
H -1.217 -2.839 -4.836
H -2.235 -4.024 -3.993
H -0.656 -3.577 -3.312
N 0.998 1.159 4.180
C 1.799 2.332 3.760
C 2.301 2.051 2.330
N 3.076 0.841 2.260
C 2.377 -0.303 2.790
C 1.836 -0.065 4.207
H 0.233 1.022 3.470
H 0.552 1.310 5.090
H 2.644 2.441 4.447
H 1.188 3.234 3.801
H 2.908 2.885 1.978
H 1.451 1.957 1.650
H 3.986 0.953 2.691
H 3.043 -1.164 2.794
H 1.545 -0.547 2.127
H 2.641 0.086 4.931
H 1.225 -0.914 4.522
*
```

---

(5)
# C3H8N2O2

A single C3H8N2O2 molecule (wB97M-V/def2-TZVPD, the OMol25 dataset).

Highest occupied orbital energy = -9.6 eV
Gap between HOMO and LUMO = 10.362 eV
SMILES = CC/N=C(\N)OO

The geometry in ORCA input format:
```
! wB97M-V def2-TZVPD RIJCOSX def2/J DEFGRID3
* xyz 0 1
C -0.722 -0.941 -0.444
C -1.651 -0.721 0.737
C 0.983 0.669 -0.112
N 0.238 1.775 -0.355
O 2.278 1.011 0.180
O 3.105 -0.208 0.146
N 0.653 -0.570 -0.113
H 2.401 -0.840 0.407
H -0.582 1.648 -0.930
H 0.786 2.594 -0.592
H -1.085 -0.416 -1.335
H -0.725 -2.007 -0.701
H -1.260 -1.197 1.642
H -1.782 0.344 0.948
H -2.638 -1.143 0.525
*
```

---

The following relative energy (zero: lowest compared OMol25 entry of this formula, charge and spin) values (in kJ/mol) correspond, in order, to the records above: 278.0 347.5 538.1 99.3 353.3.